Entry 1:
15
Properties=species:S:1:pos:R:3:lowdin_charge:R:1 method="wB97M-V/def2-TZVPD" lumo_ev=0.8 gap_ev=10.2 de_lowest_kj_mol=124.4
C -1.40438 -0.62889 -0.18762 -0.01
C -0.34464 0.48127 -0.24050 -0.48
O -0.94306 1.72850 -0.46899 0.02
C 0.62471 0.44529 0.94847 -0.12
C 1.54208 -0.55150 0.23194 -0.08
C 0.94335 -0.01500 -1.08730 -0.29
O 1.36729 0.06871 -2.20570 0.13
H -2.28880 -0.29959 0.37958 0.09
H -1.73060 -0.90052 -1.19538 0.10
H -1.03439 -1.52488 0.31902 0.09
H -1.87087 1.67881 -0.20013 0.09
H 1.11946 1.42114 0.99931 0.13
H 0.18094 0.18105 1.90741 0.12
H 2.61258 -0.49130 0.44144 0.11
H 1.22634 -1.59309 0.35844 0.11

Entry 2:
9
Properties=species:S:1:pos:R:3:lowdin_charge:R:1 method="wB97M-V/def2-TZVPD" lumo_ev=0.3 gap_ev=9.6 de_lowest_kj_mol=119.3
F 2.23651 -1.70671 0.67797 -0.03
C 1.30451 -1.59923 -0.30112 -0.89
I -0.51038 -2.84646 -0.03179 0.69
C 1.77896 -1.17021 -1.55680 -0.01
C 1.13887 -0.25308 -0.86034 0.03
H 2.40977 -1.46729 -2.34513 0.10
H 0.53430 0.57647 -0.65404 0.09
I -3.82326 -0.15875 0.14720 0.36
H -3.51797 0.92600 1.27887 -0.35

Entry 3:
97
Properties=species:S:1:pos:R:3:lowdin_charge:R:1 method="wB97M-V/def2-TZVPD" lumo_ev="1.6 / 1.7" gap_ev="7.0 / 6.9" total_charge=-1 spin_multiplicity=2 s_squared=1.033
Tc -0.83139 -1.68638 -1.23245 0.82
C -2.04139 -1.05178 2.52705 -0.38
C -0.83419 -1.95858 2.70345 -0.39
C 0.37281 -1.25388 3.31895 -0.38
Sb 2.19791 -1.26978 2.08475 1.57
C 3.46851 -0.56928 3.72815 -0.39
C 3.03811 0.06832 4.88235 -0.15
C 3.93861 0.42512 5.87275 -0.10
C 5.28581 0.13632 5.72665 -0.10
C 5.73031 -0.49158 4.57525 -0.10
C 4.82471 -0.83428 3.58815 -0.16
C 1.90631 0.73962 1.31885 -0.41
C 2.12211 1.87952 2.07285 -0.12
C 2.03951 3.13272 1.48895 -0.10
C 1.76221 3.25602 0.13875 -0.09
C 1.54191 2.11922 -0.62205 -0.10
C 1.60101 0.86772 -0.02865 -0.22
Sb -1.56939 0.71482 1.34395 1.53
C -1.20859 2.08002 3.00225 -0.36
C -0.86789 3.38772 2.69045 -0.15
C -0.60419 4.30802 3.68935 -0.09
C -0.68949 3.93272 5.01955 -0.09
C -1.04709 2.63582 5.34085 -0.09
C -1.30359 1.71982 4.33605 -0.14
C -3.59809 1.50732 1.27775 -0.38
C -3.96919 2.28802 0.19345 -0.15
C -5.20089 2.91722 0.15395 -0.10
C -6.07989 2.77652 1.21365 -0.10
C -5.71709 2.00312 2.30515 -0.09
C -4.48479 1.37462 2.33405 -0.13
H -2.43189 -0.73718 3.49565 0.04
H -2.82989 -1.59408 1.99985 0.06
H -0.59109 -2.37718 1.72015 0.02
H -1.13279 -2.80918 3.32425 0.11
H 0.66581 -1.71828 4.25905 0.05
H 0.14951 -0.20658 3.51075 0.00
H 1.98791 0.29512 5.02095 0.09
H 3.58621 0.92492 6.76645 0.10
H 5.98541 0.39322 6.50965 0.10
H 6.78001 -0.72398 4.45105 0.10
H 5.17141 -1.32378 2.68655 0.08
H 2.36701 1.79652 3.12195 0.09
H 2.20491 4.01492 2.09085 0.10
H 1.72121 4.23502 -0.32005 0.10
H 1.36201 2.21632 -1.68465 0.10
H 1.42791 -0.03518 -0.61065 0.06
H -0.80609 3.69212 1.65365 0.09
H -0.32709 5.32152 3.43235 0.10
H -0.47919 4.64532 5.80385 0.10
H -1.12939 2.32912 6.37475 0.10
H -1.57599 0.71192 4.61715 0.08
H -3.27679 2.42462 -0.62905 0.08
H -5.47149 3.52422 -0.69945 0.10
H -7.04039 3.27202 1.19465 0.10
H -6.39189 1.89682 3.14345 0.10
H -4.20849 0.78122 3.19685 0.09
F -0.62669 -4.55588 -0.04015 0.06
B -0.05679 -3.33818 -0.26755 -0.84
F 1.17731 -3.39798 0.36815 -0.06
C 0.37861 -1.85498 -3.02055 -0.27
C 1.82471 -1.73888 -2.73615 -0.26
C 2.53801 -0.55128 -2.90425 -0.06
C 3.88921 -0.49048 -2.61795 -0.09
C 4.56351 -1.61048 -2.16145 -0.10
C 3.87241 -2.80368 -2.01185 -0.09
C 2.52691 -2.86648 -2.29865 -0.06
H 2.02091 0.32232 -3.27405 0.11
H 4.41761 0.44162 -2.75675 0.10
H 5.61721 -1.55098 -1.92515 0.09
H 4.38851 -3.69278 -1.67855 0.10
H 1.98181 -3.78938 -2.17245 0.11
C -2.44039 -5.05998 -2.40155 -0.43
Te -3.33059 -3.09598 -2.45385 1.16
C -2.80849 -2.88518 -4.54385 -0.40
H -2.81619 -5.61928 -3.25035 0.00
H -2.71529 -5.55898 -1.48385 0.00
H -1.36189 -4.98508 -2.44565 -0.01
H -1.73559 -2.91108 -4.66865 -0.01
H -3.18249 -1.94638 -4.92875 0.00
H -3.25879 -3.70738 -5.08805 0.00
N -1.35469 0.30402 -2.20405 -0.05
C -1.02929 0.17202 -3.61045 -0.29
C -0.14359 -0.83298 -4.00005 -0.24
C 0.21141 -0.89588 -5.34785 -0.01
C -0.33919 -0.02368 -6.25685 -0.25
C -1.24889 0.93452 -5.86825 -0.06
C -1.58839 1.04572 -4.53485 -0.03
S 0.15391 -0.03828 -8.00115 0.41
O 0.36891 -1.44368 -8.32105 -0.37
O -0.97019 0.57172 -8.70495 -0.38
O 1.36591 0.77562 -7.98905 -0.37
H -2.28079 0.71912 -2.10695 0.07
H -0.69539 0.95942 -1.78035 0.04
H 0.21201 -2.85278 -3.44685 0.10
H 0.92051 -1.62788 -5.70355 0.13
H -1.65739 1.57152 -6.63305 0.11
H -2.28779 1.80432 -4.20285 0.10

Entry 4:
16
Properties=species:S:1:pos:R:3:lowdin_charge:R:1 method="wB97M-V/def2-TZVPD" lumo_ev=0.9 gap_ev=11.0 de_lowest_kj_mol=331.7
C -1.18188 1.60592 0.09878 -0.12
C -1.09056 0.10629 0.26954 -0.73
Cl -2.25151 -0.85646 -0.66755 0.64
C 0.29295 -0.33831 -0.08109 -0.53
C 0.79063 -1.80508 0.34181 -0.04
C 1.43486 0.57373 -0.43723 -0.12
O 0.74204 -0.11756 -1.45360 -0.07
H -2.17381 1.94842 0.78985 0.15
H -0.26908 2.16767 0.35200 0.06
H -1.30233 1.78073 -0.99091 0.08
H -1.34733 -0.27678 1.37202 0.15
H -0.35723 -2.29521 0.19518 0.09
H 1.62150 -2.18028 -0.41310 0.11
H 1.20281 -1.90153 1.46656 0.11
H 2.36835 -0.04839 -0.40579 0.12
H 1.52061 1.63683 -0.43648 0.10

Entry 5:
42
Properties=species:S:1:pos:R:3:lowdin_charge:R:1 method="wB97M-V/def2-TZVPD" lumo_ev=-1.3 gap_ev=7.8
C -4.87912 2.10904 0.32279 -0.09
S -3.03710 2.30866 0.08073 0.75
O -2.80400 3.46950 -0.73078 -0.29
O -2.27652 2.22947 1.38007 -0.28
O -2.65730 0.97629 -0.90329 -0.18
C -1.54004 0.35685 -0.47157 -0.28
C -1.74436 -0.89016 0.10290 -0.23
S -3.43650 -1.54515 0.30210 0.43
O -3.41223 -2.77894 0.98828 -0.31
O -4.22724 -0.70300 1.21346 -0.33
Cl -4.17646 -1.73821 -1.63048 0.40
C -0.72216 -1.53190 0.64993 -0.05
C 0.57227 -1.01160 0.73843 0.05
C 0.86749 0.21792 0.07266 -0.06
C 2.20176 0.74688 0.10308 -0.33
N 3.23107 0.18921 0.83938 -0.28
S 3.76474 0.98882 2.15363 0.62
C 2.53866 2.20470 2.48359 -0.12
O 5.07511 1.49344 1.79249 -0.31
O 4.01872 0.25187 3.44638 -0.34
S 4.36171 -0.91318 0.08230 0.69
C 5.38575 -1.69791 1.42219 -0.07
O 5.18128 -0.18682 -0.85694 -0.29
O 3.57544 -1.90623 -0.61479 -0.29
C 2.43416 1.81917 -0.67702 -0.04
C 1.40560 2.56116 -1.13366 -0.02
C 0.04427 2.13076 -0.99842 0.04
C -0.22740 0.88909 -0.47550 -0.11
H -5.06531 2.05299 1.41420 0.08
H -5.48854 2.85960 -0.23792 0.09
H -5.16739 1.11654 -0.01987 0.03
H -0.81738 -2.46286 1.17617 0.12
H 1.23972 -1.57400 1.37611 0.12
H 2.59624 2.99712 1.73636 0.07
H 1.49487 1.71583 2.40694 0.11
H 2.59555 2.60047 3.55162 0.11
H 5.87688 -1.01206 2.02908 0.03
H 4.75882 -2.31390 1.97146 0.04
H 6.18205 -2.30893 0.95766 0.10
H 3.57720 2.21502 -0.74608 0.20
H 1.58210 3.52880 -1.61780 0.12
H -0.65697 2.77110 -1.45442 0.09

| no. | DFT total energy (a.u.) |
| --- | --- |
| 1 | -345.757562 |
| 2 | -811.248550 |
| 3 | -3358.820260 |
| 4 | -731.229575 |
| 5 | -3288.447900 |